(1)
C24H34N2NbO2 as an isolated structure at a distorted geometry, computed with wB97M-V/def2-TZVPD.

Energy above the lowest of the compared OMol25 structures with the same formula, charge and spin: 0.0 kcal per mole
Charge: -1
Highest occupied orbital energy: -4.875 eV
Gap between HOMO and LUMO: 7.1 eV
Calculated total energy: -1251.5742 Eh

Atoms and positions in Å:
C 0.933 -2.452 -3.764
C 0.237 -2.413 -2.429
C -0.882 -3.190 -2.177
C -1.510 -3.119 -0.934
C -1.062 -2.282 0.071
C -1.782 -2.214 1.397
C -1.058 -3.017 2.489
C -2.122 -0.778 1.862
C 0.084 -1.508 -0.185
O 0.520 -0.753 0.840
C 1.503 0.267 0.614
Nb 1.757 1.796 2.289
C 1.968 0.291 3.973
C 3.255 0.506 4.796
C 3.873 -0.660 5.451
O 3.165 0.432 6.191
C 0.721 -1.584 -1.418
H 1.968 -2.776 -3.651
H 0.404 -3.116 -4.445
H 0.957 -1.467 -4.230
H -1.267 -3.860 -2.935
H -2.388 -3.729 -0.756
H -2.747 -2.699 1.230
H -0.420 -2.381 3.100
H -0.472 -3.835 2.072
H -1.792 -3.467 3.162
H -3.203 -0.670 1.970
H -1.640 -0.534 2.805
H -1.804 -0.040 1.131
H 2.491 -0.197 0.480
H 1.285 0.808 -0.316
H 3.624 1.863 2.157
H 1.667 3.298 1.218
H -0.082 1.707 2.407
H 1.621 3.028 3.656
H 1.198 0.437 4.733
H 2.007 -0.730 3.591
H 3.974 1.237 4.426
H 4.919 -0.595 5.721
H 3.284 -1.522 5.727
H 1.612 -1.001 -1.602
N -2.090 4.129 2.535
C -3.290 3.655 2.848
C -4.060 4.151 3.892
C -3.547 5.191 4.651
C -2.292 5.688 4.336
C -1.606 5.123 3.269
H -3.649 2.834 2.236
H -5.033 3.727 4.103
H -4.114 5.604 5.476
H -1.848 6.493 4.905
H -0.619 5.476 2.991
N 1.777 -1.550 -7.342
C 1.948 -0.419 -8.020
C 1.018 0.091 -8.914
C -0.155 -0.617 -9.119
C -0.347 -1.798 -8.420
C 0.645 -2.217 -7.547
H 2.879 0.106 -7.835
H 1.212 1.019 -9.433
H -0.907 -0.254 -9.807
H -1.247 -2.384 -8.545
H 0.528 -3.133 -6.977

***

(2)
One molecule with the formula C24H34N2O4, computed with wB97M-V/def2-TZVPD.

Energy above the lowest of the compared OMol25 structures with the same formula, charge and spin: 30.6 kcal per mole
Highest occupied orbital energy: -8.343 eV
Gap between HOMO and LUMO: 8.6 eV
Calculated total energy: -1345.4455 Eh

Atoms and positions in Å:
C 3.045 -4.854 0.163
C 1.847 -4.667 1.085
C 0.574 -5.241 0.469
C -0.648 -5.079 1.387
C -1.014 -3.637 1.560
C -0.662 -2.962 2.681
C -0.936 -1.557 2.874
O -0.609 -0.898 3.833
O -1.621 -0.922 1.870
C -1.976 -1.562 0.735
C -2.615 -0.787 -0.226
C -2.951 -1.337 -1.451
O -3.500 -0.645 -2.476
C -3.469 0.763 -2.407
C -2.038 1.265 -2.105
O -1.071 0.665 -2.512
N -2.000 2.385 -1.355
C -0.787 2.921 -0.732
C -0.197 1.901 0.241
C 1.068 2.423 0.933
C 1.785 1.234 1.589
C 0.705 3.423 2.049
N 1.976 2.943 -0.075
C 1.539 3.847 -1.122
C 2.659 3.850 -2.174
C 1.324 5.303 -0.662
C 0.266 3.285 -1.773
C -2.726 -2.705 -1.666
C -2.126 -3.474 -0.702
C -1.706 -2.922 0.518
H 3.214 -5.910 -0.037
H 2.878 -4.348 -0.785
H 3.943 -4.442 0.617
H 2.042 -5.162 2.039
H 1.707 -3.603 1.285
H 0.385 -4.744 -0.485
H 0.720 -6.305 0.271
H -1.492 -5.627 0.967
H -0.415 -5.510 2.362
H -0.135 -3.444 3.489
H -2.799 0.244 0.021
H -3.769 1.104 -3.402
H -4.190 1.135 -1.667
H -2.873 2.790 -1.058
H -1.108 3.818 -0.194
H -0.929 1.625 1.001
H 0.062 1.010 -0.332
H 2.653 1.577 2.148
H 2.120 0.539 0.824
H 1.118 0.717 2.274
H 1.609 3.885 2.443
H 0.045 4.211 1.700
H 0.209 2.897 2.861
H 2.822 3.289 0.360
H 2.897 2.828 -2.456
H 2.351 4.398 -3.060
H 3.556 4.315 -1.771
H 2.189 5.646 -0.099
H 0.445 5.411 -0.034
H 1.202 5.951 -1.528
H -0.139 4.015 -2.477
H 0.522 2.379 -2.320
H -3.018 -3.127 -2.613
H -1.961 -4.521 -0.897